C41H60N2O2P | ωB97M-V with the def2-TZVPD basis set

## Properties
2S+1: 1
E_tot: -59848.1458 eV
Highest occupied orbital energy: -10.615 eV
HOMO-LUMO gap: 5.91 eV
Total charge: +1

Cartesian coordinates (Å):
1 C 2.12012 4.73011 0.94515
2 C 2.55572 4.87609 -0.52043
3 C 2.41195 3.60073 -1.35441
4 C 1.09305 2.84845 -1.11303
5 P 0.96601 1.24905 -2.13649
6 C 1.33282 2.09054 -3.83152
7 C 1.19133 1.10134 -4.99969
8 C 1.49956 1.76819 -6.34671
9 C 0.76854 3.08715 -6.59644
10 C 0.80968 4.04229 -5.40147
11 C 0.54930 3.40053 -4.03418
12 C 2.73287 0.58196 -1.90008
13 C 3.17696 0.53250 -0.43230
14 C 4.60512 -0.00285 -0.29246
15 C 4.83343 -1.34068 -1.01177
16 C 4.31704 -1.34709 -2.45437
17 C 2.89781 -0.77549 -2.60446
18 C 0.75510 2.64290 0.37244
19 C 0.80092 3.97860 1.12680
20 H 2.91741 4.21644 1.49920
21 H 2.03262 5.73627 1.37183
22 H 1.96840 5.67521 -0.99663
23 H 3.60788 5.19019 -0.56394
24 H 2.50272 3.87328 -2.41271
25 H 3.26599 2.94225 -1.16296
26 H 0.27517 3.47339 -1.51229
27 H 2.40675 2.35936 -3.79612
28 H 1.91710 0.28784 -4.87683
29 H 0.19585 0.63116 -4.99954
30 H 2.57884 1.95757 -6.39088
31 H 1.27380 1.06716 -7.15418
32 H 1.21668 3.59048 -7.46165
33 H -0.27718 2.87904 -6.84909
34 H 1.79991 4.51519 -5.37119
35 H 0.09053 4.85409 -5.55120
36 H -0.52515 3.23525 -3.86119
37 H 0.85285 4.13982 -3.28234
38 H 3.40268 1.28582 -2.42715
39 H 3.17023 1.53422 0.01128
40 H 2.46947 -0.06412 0.16599
41 H 5.29305 0.74813 -0.71149
42 H 4.85391 -0.10572 0.77288
43 H 5.90695 -1.56305 -1.01420
44 H 4.34030 -2.14249 -0.44396
45 H 4.99274 -0.74275 -3.07961
46 H 4.33901 -2.36963 -2.85957
47 H 2.14689 -1.49902 -2.24914
48 H 2.71227 -0.65410 -3.67847
49 H -0.25220 2.21048 0.46246
50 H 1.43364 1.91963 0.84634
51 H 0.62624 3.80759 2.19502
52 H -0.01974 4.60632 0.75529
53 C 2.76890 -4.72034 -4.45525
54 O 1.46545 -5.27028 -4.12122
55 C 0.79558 -4.86975 -3.01020
56 C -0.55080 -5.29619 -2.86817
57 C -1.38466 -4.62246 -2.00937
58 C -0.92306 -3.54250 -1.20245
59 C -1.82451 -2.76870 -0.37263
60 C -1.65227 -2.47434 0.98120
61 C -2.62448 -2.44145 1.99603
62 N -2.44649 -1.81864 3.18062
63 C -3.45613 -1.70627 4.25295
64 C -4.81506 -1.18280 3.77400
65 C -5.81771 -0.89388 4.88162
66 C -6.31041 0.40504 5.06024
67 C -7.09470 0.72524 6.17076
68 C -7.46416 -0.27659 7.07722
69 C -7.07042 -1.60236 6.84080
70 C -6.25831 -1.90626 5.73898
71 C -2.77063 -0.74606 5.23715
72 O -3.21024 -0.33728 6.30471
73 N -1.54215 -0.43785 4.72389
74 C -0.63773 0.50256 5.34837
75 C -1.22788 -1.02477 3.43494
76 C 0.01967 -1.91002 3.62975
77 C -1.09513 0.09344 2.39370
78 C 0.47071 -3.30055 -1.19560
79 C 1.32936 -3.97210 -2.05459
80 H 3.02485 -5.21366 -5.39570
81 H 2.73892 -3.63053 -4.61033
82 H 3.52620 -4.96270 -3.69524
83 H -0.91459 -6.10442 -3.49837
84 H -2.42218 -4.93836 -1.89716
85 H -2.81398 -2.58206 -0.82594
86 H -0.62712 -2.25163 1.26606
87 H -3.57836 -2.96234 1.88046
88 H -3.60273 -2.68035 4.76592
89 H -4.65617 -0.25051 3.20634
90 H -5.24209 -1.93613 3.09139
91 H -6.03949 1.17100 4.33467
92 H -7.42280 1.75692 6.32691
93 H -8.03801 -0.02401 7.97313
94 H -7.39660 -2.39910 7.51484
95 H -5.95181 -2.93668 5.54571
96 H -1.07585 0.87814 6.27825
97 H 0.32659 0.01954 5.56406
98 H -0.43560 1.34802 4.67192
99 H -0.09672 -2.44395 4.58549
100 H 0.13041 -2.66147 2.84832
101 H 0.91499 -1.27567 3.66795
102 H -1.93064 0.79600 2.53581
103 H -0.14145 0.61817 2.51865
104 H -1.15633 -0.27925 1.36998
105 H 0.86934 -2.55788 -0.50210
106 H 2.40550 -3.76150 -2.04697

Atom charges from the Löwdin analysis, given in e for atoms 1 to 6: -0.198, -0.183, -0.220, -0.456, 1.116, -0.452

=====

C41H60N8O4PS | ωB97M-V with the def2-TZVPD basis set

## Properties
2S+1: 1
E_tot: -83715.5641 eV
Highest occupied orbital energy: -11.974 eV
HOMO-LUMO gap: 7.80 eV
Total charge: +1

Cartesian coordinates (Å):
1 O -3.46265 -0.78726 6.84091
2 C -2.91523 -1.10430 5.85195
3 O -1.66448 -0.51063 5.56314
4 O -0.71939 -1.57338 5.69835
5 C -0.22471 -2.03843 4.51508
6 O 0.08411 -3.17664 4.47166
7 C 0.09507 -1.14873 3.34340
8 C 1.23329 -1.51011 2.64906
9 C 1.59145 -0.80146 1.52434
10 N 0.86860 0.24279 1.11437
11 P 1.33639 1.15300 -0.36075
12 S 3.08364 0.72632 -1.01672
13 C -0.23506 0.64083 1.78797
14 C -0.63596 -0.04979 2.90447
15 C -3.46789 -2.08111 4.89255
16 C -3.64056 -3.39932 5.29311
17 C -4.16905 -4.33250 4.42034
18 C -4.54219 -3.98123 3.12896
19 C -4.38755 -2.65710 2.73699
20 C -3.84878 -1.71985 3.60499
21 H 1.84868 -2.33778 2.95289
22 H 2.46975 -1.03595 0.94172
23 H 1.09015 2.49552 -0.03448
24 H 0.32508 0.81999 -1.25756
25 H -0.77560 1.50129 1.43149
26 H -1.49973 0.27078 3.44826
27 H -3.37757 -3.72000 6.29050
28 H -4.30951 -5.36361 4.70415
29 H -4.96210 -4.69919 2.44565
30 H -4.67659 -2.34684 1.74588
31 H -3.77316 -0.70264 3.24946
32 C 0.26605 -8.42174 5.57024
33 C -0.07206 -6.94572 5.74768
34 C -1.46859 -6.58687 5.22974
35 C -1.59465 -6.76594 3.78444
36 N -1.68825 -6.90582 2.64868
37 H 0.28453 -8.70152 4.51597
38 H 1.24812 -8.63969 5.98842
39 H -0.46329 -9.05528 6.07798
40 H 0.67583 -6.33339 5.24107
41 H -0.02627 -6.69091 6.80786
42 H -1.68860 -5.54434 5.46633
43 H -2.22134 -7.19458 5.73626
44 C -2.71180 0.00715 -5.24068
45 C -1.32976 0.27073 -5.82610
46 C -0.20948 0.21181 -4.78199
47 C -0.33182 1.26477 -3.77755
48 N -0.41865 2.10371 -2.99549
49 H -2.99039 0.76924 -4.50947
50 H -3.46099 0.01885 -6.03120
51 H -2.75275 -0.96840 -4.75063
52 H -1.33105 1.23894 -6.31858
53 H -1.11523 -0.47317 -6.59212
54 H 0.76008 0.31805 -5.27349
55 H -0.20498 -0.75988 -4.28365
56 C 7.24079 -1.80887 1.34474
57 C 7.43964 -0.33372 1.67302
58 C 6.32659 0.55636 1.11138
59 C 6.29756 0.55239 -0.34979
60 N 6.28113 0.54785 -1.49773
61 H 7.26627 -1.98350 0.26815
62 H 8.02928 -2.40968 1.79653
63 H 6.28309 -2.16918 1.72703
64 H 8.40593 -0.00021 1.29193
65 H 7.46439 -0.20594 2.75666
66 H 6.46725 1.58447 1.44976
67 H 5.35502 0.22905 1.48937
68 C 0.82785 1.55775 6.31200
69 C 2.23968 2.03620 6.62199
70 C 3.02673 2.39535 5.35944
71 C 3.20523 1.25898 4.46434
72 N 3.26056 0.38817 3.71782
73 H 0.85019 0.63297 5.73678
74 H 0.28182 1.35968 7.23378
75 H 0.26902 2.29861 5.73987
76 H 2.76327 1.26536 7.19003
77 H 2.20308 2.92377 7.25499
78 H 4.00655 2.79243 5.63134
79 H 2.50584 3.17860 4.80508
80 C 1.92492 6.63043 3.77117
81 C 0.48506 6.80608 3.30170
82 C -0.47823 5.79880 3.94008
83 C -0.17527 4.42383 3.55077
84 N 0.06744 3.34213 3.24998
85 H 2.32160 5.65459 3.48252
86 H 2.56552 7.39082 3.32714
87 H 1.99788 6.72233 4.85657
88 H 0.44023 6.72190 2.21478
89 H 0.14298 7.80962 3.55597
90 H -1.50354 6.02279 3.64148
91 H -0.44076 5.87682 5.02816
92 C 1.07844 3.26960 -10.50597
93 C 0.22665 3.33855 -9.24239
94 C 0.67557 2.36821 -8.15090
95 C 0.52123 0.97259 -8.56981
96 N 0.45227 -0.10241 -8.96755
97 H 1.02071 2.28409 -10.97083
98 H 0.73275 4.00108 -11.23592
99 H 2.12724 3.48220 -10.28908
100 H -0.81264 3.13758 -9.48835
101 H 0.26905 4.35274 -8.84012
102 H 0.07946 2.53964 -7.25627
103 H 1.71828 2.54784 -7.87994
104 C -4.63541 -0.98751 -9.55028
105 C -5.55095 0.19014 -9.23284
106 C -4.97514 1.53335 -9.69380
107 C -3.74455 1.87307 -8.98461
108 N -2.77036 2.13346 -8.43619
109 H -3.68084 -0.90386 -9.02755
110 H -5.10062 -1.92394 -9.24397
111 H -4.43127 -1.04823 -10.62032
112 H -5.74899 0.22328 -8.15975
113 H -6.51207 0.04421 -9.72780
114 H -5.70266 2.32885 -9.52441
115 H -4.77387 1.50974 -10.76599

Atom charges from the Löwdin analysis, given in e for atoms 1 to 6: 0.236, -0.390, 0.010, 0.080, -0.401, 0.200

=====

C41H61BBiClN9O2S3 | ωB97M-V with the def2-TZVPD basis set

## Properties
2S+1: 1
E_tot: -112548.8577 eV
Highest occupied orbital energy (spin up / spin down): -8.676 / -7.634 eV
Energy above the lowest of the compared OMol25 structures with the same formula, charge and spin: 436.4 kJ/mol
HOMO-LUMO gap (spin up / spin down): 5.46 / 4.42 eV
Total charge: +1

Cartesian coordinates (Å):
1 Bi -0.33525 -2.28566 2.47827
2 C 4.05086 1.45902 2.12857
3 C 2.96954 2.06710 1.30798
4 C 3.20228 3.17221 0.46682
5 C 2.17531 3.76416 -0.29556
6 N 0.96847 3.22071 -0.36247
7 N 0.81473 2.08448 0.36739
8 B -0.58083 1.38737 0.15606
9 N -1.73939 2.14483 0.71268
10 N -2.37052 2.71008 -0.39447
11 C -3.56256 3.23438 -0.12192
12 C -4.07412 3.34930 1.22062
13 C -3.36685 2.95313 2.30529
14 C -3.90898 3.10839 3.72209
15 C -2.08471 2.36170 2.00452
16 S -0.94238 2.07466 3.29777
17 C -4.33110 3.95381 -1.20075
18 C -5.79602 3.47002 -1.25191
19 C -3.67459 3.76762 -2.58652
20 C -4.29811 5.43126 -0.78414
21 N -0.73124 0.42274 -0.96811
22 N 0.17616 0.70120 -2.00437
23 C -0.01681 0.19077 -3.18878
24 C -1.13917 -0.64264 -3.42021
25 C -2.01709 -0.98813 -2.43214
26 C -3.07803 -1.97601 -2.79901
27 C -1.75144 -0.52610 -1.11871
28 S -2.43078 -1.23059 0.30016
29 C 0.94083 0.49785 -4.34634
30 C 2.03128 1.51679 -4.06409
31 C 0.07317 0.98040 -5.55206
32 C 1.58247 -0.85910 -4.66250
33 C 1.60238 1.65368 1.38178
34 S 0.78706 0.69608 2.66561
35 C 2.41944 5.12093 -1.00857
36 C 1.42517 5.24634 -2.16716
37 C 3.85998 5.27206 -1.50866
38 C 2.15736 6.22301 0.07339
39 H 4.97456 1.21207 1.50049
40 H 3.63536 0.54555 2.51264
41 H 4.38709 2.13903 2.92422
42 H 4.21506 3.58724 0.37934
43 H -5.06425 3.85477 1.33456
44 H -4.99000 3.33909 3.68218
45 H -3.40128 3.97212 4.27189
46 H -3.73604 2.15196 4.25265
47 H -5.82431 2.38516 -1.43617
48 H -6.28953 3.96926 -2.14032
49 H -6.38339 3.61606 -0.33085
50 H -3.85354 2.71242 -2.95579
51 H -2.57424 3.93157 -2.54578
52 H -4.15125 4.48854 -3.29358
53 H -4.93648 5.63029 0.12513
54 H -4.65019 6.08020 -1.60633
55 H -3.27485 5.71146 -0.53077
56 H -1.31139 -1.05767 -4.41641
57 H -3.37132 -1.87554 -3.87021
58 H -3.91613 -1.91195 -2.09856
59 H -2.69827 -2.99278 -2.65739
60 H 1.66913 2.44756 -3.56245
61 H 2.44973 1.79272 -5.07100
62 H 2.90725 1.10684 -3.46331
63 H -0.43580 1.95093 -5.34239
64 H -0.68660 0.24996 -5.81144
65 H 0.69839 1.13844 -6.46529
66 H 1.83053 -1.33625 -3.71099
67 H 2.50040 -0.80961 -5.25592
68 H 0.92549 -1.51055 -5.22890
69 H 1.80862 4.75124 -3.07662
70 H 1.23235 6.28909 -2.50346
71 H 0.41225 4.85612 -1.95916
72 H 4.20621 4.46265 -2.19335
73 H 4.50853 5.29568 -0.63431
74 H 4.02097 6.22207 -2.07526
75 H 1.08340 6.18702 0.38240
76 H 2.37208 7.23795 -0.32787
77 H 2.87078 6.09419 0.93571
78 O -1.58856 -4.42703 2.37996
79 C -1.62723 -5.78407 1.83592
80 C -1.33224 -5.66256 0.36254
81 C -2.26996 -6.10914 -0.60970
82 C -1.95044 -6.00582 -1.96763
83 C -0.71546 -5.48029 -2.31433
84 C 0.10199 -5.00538 -1.30525
85 N -0.14739 -5.16821 -0.00833
86 H -2.10173 -4.43441 3.20349
87 H -2.61298 -6.26806 2.01356
88 H -0.83373 -6.38128 2.29302
89 H -3.26758 -6.47098 -0.31915
90 H -2.61568 -6.36914 -2.69926
91 H -0.43286 -5.44747 -3.37464
92 H 1.07392 -4.59056 -1.49601
93 Cl -1.81440 -1.96072 4.58066
94 C 1.27995 -4.36023 6.48518
95 C 1.34630 -5.34537 5.26730
96 C 2.66362 -6.08636 5.33914
97 C 0.11520 -6.27605 5.26891
98 C 1.44266 -4.50644 4.02835
99 C 1.50645 -3.59176 3.19932
100 H 1.31240 -4.86817 7.43105
101 H 0.35707 -3.72625 6.47650
102 H 2.08750 -3.62545 6.40727
103 H 2.83730 -6.68338 6.24996
104 H 3.47674 -5.33416 5.28996
105 H 2.78708 -6.73542 4.48426
106 H -0.07824 -6.59476 6.28719
107 H 0.28223 -7.17690 4.64106
108 H -0.79177 -5.74416 4.87569
109 C 3.94876 -0.59210 -1.36988
110 N 4.20015 -1.42998 -0.22469
111 C 3.23064 -1.86874 0.61962
112 N 3.67984 -2.76505 1.53788
113 O 2.00906 -1.47625 0.51582
114 H 4.49517 -0.92337 -2.21677
115 H 4.21353 0.41398 -1.16995
116 H 2.86960 -0.60031 -1.64362
117 H 5.13945 -1.84903 -0.18927
118 H 4.57175 -3.18387 1.51849
119 H 2.98606 -3.14803 2.22844

Atom charges from the Löwdin analysis, given in e for atoms 1 to 6: 1.401, -0.036, -0.214, 0.071, -0.192, 0.204